[1]
{"formula": "C6H38O22", "method": "ωB97M-V/def2-TZVPD", "species": ["O", "O", "O", "O", "O", "O", "O", "O", "O", "O", "O", "O", "O", "O", "O", "O", "O", "O", "O", "O", "O", "O", "C", "C", "C", "C", "C", "C", "H", "H", "H", "H", "H", "H", "H", "H", "H", "H", "H", "H", "H", "H", "H", "H", "H", "H", "H", "H", "H", "H", "H", "H", "H", "H", "H", "H", "H", "H", "H", "H", "H", "H", "H", "H", "H", "H"], "positions_angstrom": [[1.89315, 17.06505, 7.15174], [7.76473, 2.59947, 7.73667], [4.88855, 18.58289, 12.82812], [1.14991, 6.62156, 8.09779], [7.42358, 11.69836, 11.02545], [11.92476, 7.28629, 5.21701], [4.51735, 7.27183, 12.37170], [12.98613, 5.49841, 9.84662], [-1.15257, 5.36252, 14.43720], [9.43869, 1.77945, 13.82210], [3.04476, 4.01069, 17.62831], [-2.92150, 10.50684, 13.90146], [4.56490, 11.91326, 11.76768], [10.37005, 16.90619, 13.52604], [7.34140, 7.29025, 11.44529], [-0.31085, 14.23161, 15.71862], [13.25646, 13.01305, 9.24697], [-0.44787, 11.32440, 8.84060], [6.54078, 17.61777, 8.11011], [7.18501, 8.07703, 5.52662], [2.58414, 1.81287, 10.26286], [10.67765, 9.96768, 15.67455], [6.65089, 10.69078, 11.29689], [5.14819, 8.33023, 12.03778], [4.51561, 9.64096, 11.97133], [5.17519, 10.77522, 11.67597], [7.32421, 9.50388, 11.18519], [6.68814, 8.32008, 11.50541], [10.59022, 9.72247, 14.75343], [0.19159, 14.46886, 16.49804], [-3.52310, 10.88628, 13.26088], [2.99576, 2.42911, 10.86872], [11.09800, 7.76716, 5.17855], [6.57814, 7.57987, 4.97820], [7.73438, 3.29526, 8.39333], [0.33179, 14.23298, 15.00922], [-0.39734, 5.01019, 13.96634], [0.21841, 6.65684, 8.31528], [4.84843, 17.69485, 13.18312], [13.40705, 13.67312, 8.57032], [12.10740, 5.28631, 10.16140], [1.16390, 17.36888, 6.61127], [11.24816, 16.97643, 13.90051], [0.06995, 11.12333, 8.06110], [2.86527, 4.72485, 18.23987], [5.35206, 18.48800, 11.99602], [3.50731, 9.69560, 12.35439], [-1.22559, 6.26663, 14.13145], [12.30952, 13.02392, 9.38632], [3.23681, 4.44777, 16.79867], [0.16450, 11.22048, 9.56890], [5.75909, 17.19950, 7.74921], [6.94284, 7.84558, 6.42329], [10.42130, 16.15657, 12.93302], [9.35651, 2.57243, 13.29230], [1.57823, 7.11727, 8.79567], [7.01072, 16.90926, 8.54987], [12.13460, 7.24398, 6.14997], [-2.48724, 11.26144, 14.29923], [8.38953, 9.51669, 11.00821], [10.30318, 1.84986, 14.22697], [8.22520, 2.99026, 6.99405], [2.76739, 2.17144, 9.39450], [11.61953, 10.07716, 15.80538], [13.48302, 4.68788, 9.95782], [1.47596, 16.62310, 7.89125]], "forces_ev_per_a": [[0.2, 0.1, -0.1], [0.0, -0.3, -0.1], [-0.1, 0.3, 0.1], [0.0, -0.1, -0.3], [-2.4, 0.1, 0.7], [0.2, -0.1, -0.3], [1.7, 1.8, -0.5], [0.2, 0.1, -0.1], [-0.2, -0.2, 0.2], [0.0, -0.3, 0.0], [0.0, -0.3, 0.2], [-0.1, -0.2, 0.1], [1.4, -1.3, -0.5], [-0.1, 0.3, 0.1], [0.1, -2.8, 0.2], [-0.3, 0.0, 0.0], [0.3, 0.0, 0.1], [-0.4, 0.1, -0.1], [0.1, 0.3, 0.0], [0.2, 0.0, -0.3], [-0.2, -0.3, 0.0], [0.0, 0.0, 0.3], [3.2, 2.9, -1.3], [-1.1, -0.1, -0.7], [0.0, -4.1, 0.9], [-0.6, 4.1, 0.1], [-1.5, -0.5, 0.6], [-0.6, -0.2, 0.7], [-0.2, -0.1, -0.3], [0.1, 0.0, 0.2], [-0.1, 0.1, -0.2], [0.1, 0.2, 0.2], [-0.3, 0.1, 0.0], [-0.2, -0.1, -0.1], [-0.1, 0.2, 0.3], [0.2, -0.1, -0.2], [0.2, -0.1, -0.1], [-0.2, 0.0, 0.1], [0.0, -0.3, 0.1], [0.0, 0.1, -0.2], [-0.3, 0.1, 0.1], [-0.1, 0.1, -0.1], [0.2, 0.0, 0.1], [0.2, -0.1, -0.2], [0.0, 0.2, 0.1], [0.1, -0.1, -0.2], [-0.2, 0.1, -0.1], [0.0, 0.3, -0.1], [-0.3, -0.1, 0.1], [0.1, 0.1, -0.3], [0.3, 0.0, 0.3], [-0.2, -0.1, -0.1], [0.0, 0.1, 0.4], [-0.1, -0.3, -0.2], [-0.2, 0.3, -0.1], [0.3, 0.1, 0.3], [0.1, -0.2, 0.2], [0.0, 0.0, 0.3], [0.2, 0.2, 0.1], [-0.1, -0.1, -0.2], [0.2, 0.0, 0.1], [0.1, 0.1, -0.2], [0.1, 0.1, -0.2], [0.2, 0.0, 0.0], [0.1, -0.2, 0.0], [0.0, -0.2, 0.3]], "energy_ha": -1906.629160, "e_homo_ev": -0.49, "lumo_energy_ev": 3.41, "orbital_gap_ha": 0.1435, "relative_energy_ev": 6.945, "total_charge": -2}


[2]
{"formula": "C6H39N2O12", "method": "ωB97M-V/def2-TZVPD", "species": ["O", "O", "O", "O", "O", "O", "O", "O", "O", "O", "O", "O", "N", "N", "C", "C", "C", "C", "C", "C", "H", "H", "H", "H", "H", "H", "H", "H", "H", "H", "H", "H", "H", "H", "H", "H", "H", "H", "H", "H", "H", "H", "H", "H", "H", "H", "H", "H", "H", "H", "H", "H", "H", "H", "H", "H", "H", "H", "H"], "positions_angstrom": [[1.25486, -0.86779, -2.92693], [2.29394, -3.00529, -1.60884], [2.02972, -1.74504, 2.11900], [4.04787, 0.80764, -1.95932], [3.83673, -1.25597, -0.15804], [-3.03360, 2.00151, -0.61147], [-2.31833, 2.54869, 2.15200], [-3.93112, 0.16895, 1.84925], [0.55641, 2.37499, 3.99987], [1.95418, 2.31479, -3.76829], [-1.86308, 0.43000, -2.24655], [-3.66902, -1.23593, -0.51430], [-1.19588, 0.17891, 2.74544], [-0.48652, -1.58841, -0.52922], [0.90570, 1.07309, -0.08710], [1.61969, 2.19032, -0.26509], [-0.62370, -3.00447, -1.00193], [-0.36342, 1.01079, 0.59779], [-0.29637, -0.14465, 1.61675], [-0.67098, -1.52161, 0.92192], [2.81805, -3.69485, -1.36181], [-1.44623, -0.59100, 3.61141], [-0.04371, -2.30279, 1.44336], [-0.83436, 1.17703, 3.06349], [-2.44004, -0.01889, -2.80409], [2.60178, 2.39236, -0.44719], [1.04086, 3.09566, -0.20784], [1.51620, 0.24488, -0.46050], [1.96647, -1.85215, 1.14839], [4.60565, 1.50396, -1.72368], [0.68912, -0.38443, 2.07719], [-2.78107, -0.80766, -0.34284], [4.72135, -1.43896, 0.35903], [1.37730, -1.63251, -2.42641], [-0.69255, -3.97636, -0.49310], [-0.59667, 1.98275, 1.18679], [0.53614, 2.36502, 4.95227], [-4.33494, -0.46291, 2.52641], [2.47688, -2.22217, -0.98937], [2.67771, -1.12874, 2.08357], [-2.16883, 0.40867, 2.36081], [-1.38767, -0.24837, -1.69996], [-2.78213, 2.94777, 2.74363], [1.18059, 1.76508, -3.68964], [3.14520, 1.05762, -2.39161], [2.29370, 1.99044, -4.63760], [-4.11853, -0.50343, -1.02918], [-1.77698, -1.69885, 1.23742], [0.24348, -3.37563, -1.64045], [-2.89329, 2.70563, 1.39693], [-2.69273, 2.85172, -0.81389], [1.64776, -1.14355, -3.75628], [-1.55509, -2.79051, -1.58332], [-1.39399, 0.94843, 0.06552], [3.93347, -0.84108, -0.88462], [-4.21567, -0.16239, 0.99114], [-2.73629, 1.23179, -1.26394], [0.84256, 3.34744, 3.85480], [0.52944, -1.46957, -0.77978]], "forces_ev_per_a": [[-0.4, 2.2, -1.3], [-2.3, 4.5, 0.0], [-2.5, -3.1, -1.1], [-3.4, -2.4, -1.5], [0.7, -5.8, 10.5], [-1.1, -2.6, 0.2], [3.7, -2.9, -5.5], [-0.7, -1.0, 2.2], [0.7, 2.6, -0.7], [0.9, -0.6, -1.2], [1.7, 0.7, 1.8], [0.5, 2.2, -0.6], [-2.1, 0.5, 2.5], [2.4, -1.2, 0.8], [3.4, 0.8, -1.8], [-3.9, 0.5, 0.8], [-1.3, -0.4, -3.3], [-3.3, 0.9, 1.9], [0.7, -1.9, -0.8], [-0.8, 0.0, 2.4], [2.4, -2.8, 1.2], [1.7, 2.7, -3.1], [-1.0, 0.6, -0.5], [-0.8, -2.4, 0.2], [-1.4, -1.5, -1.8], [2.5, -0.5, -1.1], [-0.1, 0.6, 0.7], [-0.7, -0.7, 0.7], [-0.2, -0.5, 0.6], [0.7, 2.1, 0.2], [-0.7, 1.1, -0.5], [-1.2, -0.9, -0.3], [-2.7, 0.7, -2.1], [0.3, -2.2, 1.1], [-0.6, 1.1, 1.7], [1.1, -1.4, -1.1], [-0.1, -0.4, 0.7], [0.6, 1.3, -1.5], [0.6, -2.1, -1.0], [3.6, 3.2, 0.6], [0.9, -0.3, 0.3], [0.1, 0.1, -0.5], [-4.2, 4.0, 6.7], [-0.8, -0.3, 0.5], [2.6, 0.2, 1.0], [0.0, 0.7, 0.9], [0.5, -1.3, 0.6], [1.6, -0.1, -1.0], [-1.3, 1.5, 0.2], [0.2, -0.7, -1.0], [0.7, 0.8, -1.0], [0.1, 0.2, -0.4], [0.7, -1.7, -0.1], [2.2, -0.2, 0.4], [2.0, 5.4, -8.3], [0.0, -0.4, -0.2], [0.1, 2.7, 0.8], [-0.7, -2.4, -0.1], [-1.5, 0.8, 1.0]], "energy_ha": -1263.971100, "e_homo_ev": -11.90, "lumo_energy_ev": -2.46, "orbital_gap_ha": 0.3469, "relative_energy_ev": 7.728, "total_charge": 1}


[3]
{"formula": "C6H3Cl5O", "method": "ωB97M-V/def2-TZVPD", "species": ["Cl", "Cl", "Cl", "Cl", "Cl", "O", "C", "C", "C", "C", "C", "C", "H", "H", "H"], "positions_angstrom": [[2.57752, -0.20553, 0.06451], [-1.64423, -3.33631, 1.67995], [-2.51210, 0.87105, -1.56331], [-3.60269, -1.80852, -0.18988], [1.44957, -2.40316, 1.90983], [1.94600, 3.80751, 0.03862], [-1.91600, -1.30815, -0.09380], [0.36401, -1.59310, 0.83131], [-1.02501, -1.99111, 0.77018], [0.84120, -0.57967, 0.02379], [-1.46074, -0.13643, -0.75549], [-0.09508, 0.19691, -0.71734], [2.86470, 4.15788, 0.07735], [0.29537, 1.05127, -1.28587], [1.91744, 3.27737, -0.78987]], "forces_ev_per_a": [[-1.4, 0.1, -0.3], [0.6, 0.5, -0.2], [-1.0, 0.8, -0.8], [1.1, 0.5, -0.1], [-0.4, -0.1, -0.2], [0.9, -0.2, -0.8], [0.3, 0.2, 0.8], [-1.2, -1.1, 0.3], [0.4, 0.5, -0.8], [-0.6, 0.9, -0.2], [1.8, -1.4, 1.1], [0.8, -0.6, 0.2], [-1.0, -0.4, -0.1], [-0.4, -0.4, 0.3], [0.1, 0.6, 0.9]], "energy_ha": -2606.632396, "e_homo_ev": -9.43, "lumo_energy_ev": 0.17, "smiles": "Clc1cc(Cl)c(Cl)c(Cl)c1Cl.O", "orbital_gap_ha": 0.3526, "total_charge": 0}